A molecular structure, C24H38LiN3O5P2S2 at a distorted geometry. Source: OMol25; level of theory: ωB97M-V/def2-TZVPD.

## Properties
energy relative to the best compared isomer or geometry (same formula, charge and spin) = 2.1053 eV
LUMO level = 0.0 eV
molecular weight = 581.61 g mol⁻¹

```
75
Properties=species:S:1:pos:R:3:lowdin_charge:R:1
Li 0.1553 -0.8886 0.5241 0.30
C 4.2859 -2.9146 1.7386 -0.06
C 3.6868 -1.5007 1.6831 -0.25
O 3.5924 -1.1615 0.2333 -0.34
P 2.4341 -0.1080 -0.3132 0.77
O 2.6534 -0.0949 -1.8891 -0.29
C 2.6850 -1.2524 -2.6917 -0.30
C 4.0939 -1.7359 -2.8971 -0.07
O 2.8978 1.3512 0.0542 -0.31
C 3.9152 2.1140 -0.6428 -0.27
C 3.4579 3.4914 -0.4640 -0.08
H 4.5386 -3.1919 2.7884 0.09
H 5.2196 -2.9111 1.1360 0.09
H 3.5570 -3.6130 1.3822 0.06
H 4.3072 -0.6809 2.1036 0.12
H 2.7127 -1.3869 2.1491 0.09
H 2.1834 -1.0756 -3.6381 0.12
H 2.0372 -2.0617 -2.2770 0.09
H 4.6879 -0.8962 -3.1529 0.06
H 4.1963 -2.4214 -3.7399 0.08
H 4.6575 -2.0924 -2.0542 0.06
H 3.8867 1.7203 -1.6168 0.08
H 4.9220 1.7904 -0.2691 0.14
H 2.4948 3.7152 -0.9518 0.09
H 4.1545 4.2245 -0.9582 0.10
H 3.4751 3.6754 0.5917 0.07
C -4.7948 -4.5591 0.2424 -0.04
C -3.4214 -4.4857 0.8917 -0.51
C -2.8835 -5.7626 1.4401 -0.05
O -2.6075 -4.0183 -0.1835 -0.34
P -1.2486 -3.1394 -0.0426 -0.21
S -1.1597 -2.2196 1.7719 0.18
S -0.9927 -1.9163 -1.4935 0.27
O -0.1245 -4.2811 -0.1478 -0.36
C 0.1842 -4.8913 -1.4911 -0.46
C -1.0972 -5.6612 -1.9598 -0.04
C 1.3173 -5.7920 -1.2166 -0.06
H -5.5402 -4.7449 0.9292 0.05
H -4.8305 -5.3044 -0.5819 0.10
H -5.1175 -3.6108 -0.2032 0.09
H -3.4697 -3.7096 1.6478 0.09
H -2.8511 -6.5455 0.6300 0.10
H -3.4207 -6.1184 2.3367 0.09
H -1.8970 -5.5309 1.8730 0.08
H 0.5084 -4.0626 -2.0804 0.07
H -1.2948 -6.2769 -1.0187 0.09
H -0.7457 -6.2886 -2.8441 0.10
H -1.9615 -5.0884 -2.2897 0.06
H 0.8908 -6.6482 -0.6955 0.09
H 2.0335 -5.2139 -0.6502 0.08
H 1.6248 -6.1858 -2.1860 0.09
N -1.2056 6.2250 1.1677 0.15
C -2.0685 7.2141 0.8224 -0.21
C -1.7825 8.5974 0.5508 -0.01
C -2.8543 9.4022 0.2261 -0.12
C -4.0997 8.8148 0.1719 -0.10
C -4.4209 7.4349 0.3842 0.00
C -3.3553 6.6585 0.7658 -0.21
N -3.2601 5.2485 1.0506 0.17
C -1.9941 5.0523 1.2325 -0.26
C -1.3913 3.6528 1.3280 -0.12
C -0.1852 3.3307 1.9199 -0.02
C 0.2885 2.0388 1.7457 -0.13
N -0.3614 1.0354 1.1121 -0.03
C -1.5486 1.3135 0.6425 -0.15
C -2.1339 2.6140 0.6629 0.04
H -0.1922 6.1828 1.1238 0.16
H -0.7269 9.0106 0.5543 0.12
H -2.6891 10.3317 -0.1965 0.08
H -4.9018 9.4273 -0.2010 0.09
H -5.4661 7.0951 0.2709 0.12
H 0.4361 4.1835 2.3067 0.13
H 1.2341 1.7364 2.1379 0.10
H -2.1810 0.4475 0.3925 0.09
H -3.1292 2.9135 0.3217 0.11
```